[1]
{"formula": "C31H89N7O10", "method": "wB97M-V/def2-TZVPD", "de_lowest_kj_mol": 644.5, "homo_energy_ev": -8.8, "e_lumo_ev": 0.58, "e_tot_ha": -2369.81524, "mol_weight_g_mol": 720.1, "gap_ev": 9.38, "smiles": "COC[C@H](C)N.COC[C@H](C)N.COC[C@H](C)N.COC[C@H](C)N.COC[C@H](C)N.COC[C@H](C)N.COC[C@H](C)N.CO.CO.CO", "elements": ["C", "O", "C", "C", "C", "N", "H", "H", "H", "H", "H", "H", "H", "H", "H", "H", "H", "C", "O", "C", "C", "C", "N", "H", "H", "H", "H", "H", "H", "H", "H", "H", "H", "H", "C", "O", "C", "C", "C", "N", "H", "H", "H", "H", "H", "H", "H", "H", "H", "H", "H", "C", "O", "C", "C", "C", "N", "H", "H", "H", "H", "H", "H", "H", "H", "H", "H", "H", "C", "O", "C", "C", "C", "N", "H", "H", "H", "H", "H", "H", "H", "H", "H", "H", "H", "C", "O", "C", "C", "C", "N", "H", "H", "H", "H", "H", "H", "H", "H", "H", "H", "H", "C", "O", "C", "C", "C", "N", "H", "H", "H", "H", "H", "H", "H", "H", "H", "H", "H", "C", "O", "H", "H", "H", "H", "C", "O", "H", "H", "H", "H", "C", "O", "H", "H", "H", "H"], "positions_angstrom": [[-7.005420, -2.025326, -2.389686], [-5.722364, -1.549878, -2.542734], [-5.307214, -1.638361, -3.894695], [-3.929734, -1.041448, -3.805413], [-3.952414, 0.465130, -3.634121], [-3.125096, -1.232755, -5.028287], [-7.163617, -3.045954, -2.738112], [-7.747790, -1.381223, -2.860992], [-7.192384, -1.932664, -1.319855], [-5.216578, -2.689838, -4.167252], [-5.936272, -1.074357, -4.583384], [-3.453437, -1.632648, -3.023291], [-4.536202, 0.693621, -2.742445], [-4.467200, 0.901169, -4.490255], [-2.980487, 0.952686, -3.558318], [-3.036437, -2.223102, -5.205624], [-2.197629, -0.933355, -4.763222], [2.535028, -5.865918, 6.583020], [2.224016, -4.858177, 5.667918], [2.300312, -3.587390, 6.289022], [1.697752, -2.429859, 5.421652], [2.257424, -2.286140, 3.987704], [1.805995, -1.098044, 5.971875], [2.376643, -6.864162, 6.174934], [1.909636, -5.829191, 7.475006], [3.527642, -5.921722, 7.029885], [1.687211, -3.710869, 7.181749], [3.275862, -3.217804, 6.604943], [0.624189, -2.618216, 5.429809], [3.278751, -2.658434, 3.907732], [2.272350, -1.254207, 3.637025], [1.751873, -2.983736, 3.319956], [1.830403, -1.192775, 6.977129], [2.632266, -0.563052, 5.745700], [-0.138373, 3.985922, 0.353582], [1.187075, 4.191304, 0.891262], [1.187042, 4.846110, 2.110230], [2.629883, 4.798766, 2.639438], [3.311284, 3.502910, 2.997128], [2.946492, 5.623508, 3.733541], [-0.786558, 3.446524, 1.044231], [0.080496, 3.299999, -0.464780], [-0.872794, 4.745302, 0.085119], [0.898862, 5.845008, 1.782737], [0.490693, 4.423298, 2.834401], [3.175505, 5.205947, 1.788201], [2.864396, 2.839056, 3.737189], [4.337219, 3.704814, 3.304982], [3.314601, 2.833504, 2.136907], [2.447867, 5.132655, 4.461931], [2.344419, 6.433919, 3.762710], [-5.468333, -0.021906, 0.630134], [-5.676843, -1.039966, 1.626677], [-7.004065, -1.137222, 2.132646], [-7.057140, -2.483151, 2.944967], [-7.052603, -3.724544, 2.043032], [-8.257007, -2.708262, 3.797887], [-5.748510, -0.189118, -0.409885], [-4.458383, 0.323836, 0.850528], [-6.058596, 0.847403, 0.919939], [-7.250561, -0.387508, 2.884485], [-7.764671, -1.149324, 1.351986], [-6.124011, -2.613485, 3.493040], [-8.023613, -3.954259, 1.604312], [-6.793900, -4.580474, 2.666370], [-6.314630, -3.800574, 1.244462], [-8.728356, -3.395200, 3.226889], [-8.911970, -1.939680, 3.818371], [-1.507154, -0.721377, -1.282017], [-0.577613, 0.425910, -1.461119], [0.749741, 0.089098, -1.032069], [0.945644, -0.144060, 0.481849], [1.576456, 0.983932, 1.252880], [1.711002, -1.379273, 0.768087], [-2.468786, -0.208342, -1.294647], [-1.560009, -1.326443, -0.376925], [-1.345127, -1.509880, -2.016937], [1.137431, -0.598294, -1.783924], [1.364831, 0.949324, -1.296219], [-0.056576, -0.240468, 0.899430], [0.876992, 1.817672, 1.313834], [2.523381, 1.257122, 0.787255], [1.675940, 0.783271, 2.319618], [1.623138, -1.698434, 1.722301], [1.503783, -2.156693, 0.157522], [3.736452, 1.072754, -3.307440], [2.857994, 0.842788, -4.363846], [1.719774, 1.627795, -4.214306], [0.621138, 1.387011, -5.291415], [-0.494761, 2.551338, -5.428013], [-0.086801, 0.123791, -4.958217], [3.271497, 0.685825, -2.400686], [4.308789, 1.985279, -3.140633], [4.470004, 0.266668, -3.292246], [1.173686, 1.371353, -3.306492], [2.019765, 2.674653, -4.167308], [1.109193, 1.160107, -6.239259], [-0.085464, 3.522595, -5.705907], [-0.899757, 2.961623, -4.502951], [-1.227142, 2.339748, -6.207077], [-0.277944, 0.082929, -3.967305], [0.451658, -0.715954, -5.116299], [5.481043, 1.944060, -0.068623], [5.929867, 1.066726, -1.065401], [7.263228, 1.318564, -1.504747], [7.649807, 0.713832, -2.907720], [7.653768, -0.812009, -2.860475], [9.021996, 1.217198, -3.228254], [5.099554, 2.938072, -0.302125], [6.171546, 1.979986, 0.774005], [4.749008, 1.335856, 0.462704], [7.194668, 2.404724, -1.565150], [8.074490, 1.053156, -0.826873], [6.930991, 1.037622, -3.660419], [7.863385, -1.273417, -3.825507], [6.646749, -1.092535, -2.551758], [8.343378, -1.243304, -2.134853], [9.771665, 0.560736, -3.063482], [9.194489, 1.955299, -2.560765], [-1.845539, -0.598123, 3.827261], [-0.980732, 0.218744, 4.608797], [-2.404926, -1.284219, 4.463244], [-2.504354, -0.044949, 3.157892], [-1.210835, -1.189136, 3.166992], [-0.253276, -0.345244, 4.881438], [-3.219072, 3.033493, -1.223453], [-3.338191, 3.856669, -0.045456], [-3.988004, 2.260997, -1.233177], [-3.360047, 3.517847, -2.189697], [-2.343204, 2.386181, -1.179416], [-4.064288, 4.484087, -0.018825], [1.402141, -3.057609, -2.952182], [0.672753, -2.729238, -4.112218], [1.676409, -4.080969, -2.696002], [2.211193, -2.329749, -2.890879], [0.768039, -2.895363, -2.080581], [1.159149, -3.148468, -4.825838]], "atomic_forces_ev_per_a": [[-1.057, 0.376, 1.149], [-0.032, -0.078, -0.763], [1.095, 0.469, 0.664], [1.341, 0.028, -1.553], [-0.770, -0.012, 0.897], [-0.528, -0.429, 0.100], [0.176, -0.217, 0.017], [-0.117, 0.116, -0.397], [-0.281, -0.474, 0.109], [-0.266, -0.178, -0.333], [-0.335, -0.089, -0.031], [-0.018, 0.567, 0.649], [0.020, 0.268, 0.091], [0.018, -0.042, -0.091], [0.169, -0.311, 0.016], [0.043, -0.310, -0.189], [0.420, 0.282, -0.517], [-0.286, -1.277, 0.922], [0.954, 0.532, -0.300], [-0.818, 0.998, -0.308], [0.054, -0.306, -1.115], [0.175, -1.606, 0.253], [-0.049, 0.204, 1.613], [-0.169, 0.259, -0.544], [-0.546, 0.267, 0.079], [0.619, 0.731, -0.547], [-0.098, 0.566, 0.415], [0.655, -0.643, -0.095], [-0.157, -0.259, -0.538], [0.310, 0.184, 0.386], [-0.408, -0.129, 0.017], [-0.352, 0.347, -0.213], [-0.293, 0.439, 0.415], [0.294, -0.358, -0.385], [0.469, -1.761, 0.214], [-1.454, -0.722, -1.168], [0.698, 0.114, 0.253], [0.589, 0.137, -2.042], [-0.201, -1.710, -1.241], [-1.366, 1.297, 2.266], [0.322, -0.537, 0.534], [-0.503, 0.256, -0.306], [1.057, 1.207, -0.334], [0.006, 0.763, 1.224], [-0.386, -0.117, 0.084], [0.316, -0.138, -0.303], [-0.456, 0.562, 0.556], [-0.092, 0.072, -0.083], [0.327, 0.117, -0.261], [0.506, -0.335, 1.205], [0.179, 0.964, -0.629], [-0.361, 1.005, 1.922], [-0.716, 0.063, -0.774], [0.416, -1.756, 1.151], [-0.181, -0.404, -1.427], [0.679, -0.713, -0.281], [0.490, 0.089, -0.624], [0.450, -0.879, 0.021], [0.261, -0.260, -0.901], [-0.305, 0.261, 0.091], [0.191, 0.716, -0.232], [-0.039, 0.064, -0.223], [-0.083, 0.735, 0.465], [-0.165, 0.251, -0.151], [-0.220, -0.138, 0.213], [0.110, 0.675, -0.042], [-0.680, -0.221, 0.624], [0.239, 0.550, 0.129], [0.020, 1.326, -0.325], [-0.516, -2.054, 1.514], [0.554, 1.368, -0.565], [-0.593, -1.689, 0.455], [-0.437, 0.624, -0.142], [0.341, 0.157, -0.599], [-0.158, -0.511, -0.642], [0.949, 0.695, 0.869], [-0.139, 0.469, -0.766], [0.116, -1.066, 0.708], [-0.213, 0.478, 0.196], [-0.421, -0.063, -0.098], [0.270, 0.286, -0.616], [-0.016, 0.231, 0.273], [0.436, -0.644, -0.039], [-0.122, 0.235, -0.081], [-0.220, 0.082, -0.108], [0.777, -2.692, 1.411], [0.236, 0.235, -0.868], [-1.707, 1.062, -0.545], [-0.853, -0.321, 0.499], [1.996, 0.177, -0.023], [-0.260, 0.229, -0.183], [-0.515, 1.056, 0.674], [-0.679, 0.523, -0.534], [0.583, 0.109, -0.932], [0.305, 0.199, 0.509], [-0.071, 0.335, -0.017], [-0.083, 0.561, -0.241], [0.887, -0.119, -0.764], [-0.604, -1.243, 0.499], [-0.133, -0.417, 0.500], [-0.179, 0.261, 0.358], [0.349, 0.154, -0.250], [-0.193, -1.620, 1.899], [0.537, -0.839, -0.717], [-0.776, 0.943, -1.280], [1.002, -0.409, 1.174], [-0.775, 0.136, 0.077], [-0.962, 0.530, 0.219], [0.152, -0.078, -0.635], [0.839, 0.645, -0.219], [-0.903, 0.406, -0.373], [1.144, 0.407, -0.490], [-0.258, -0.329, 0.597], [0.094, 0.154, -0.035], [-0.017, 0.182, -0.091], [-0.052, -0.370, -0.056], [0.144, 0.285, 0.139], [-0.302, -0.506, 0.010], [0.310, 0.471, -0.209], [0.827, -0.509, -0.147], [-0.559, 0.372, -0.272], [-0.306, 0.041, -0.069], [-0.014, 0.402, 0.481], [-0.106, -0.373, -0.244], [0.334, 0.096, 0.308], [-1.391, -0.640, 0.458], [1.050, -0.457, -0.263], [-0.566, 0.050, 0.242], [0.536, 0.504, 0.144], [0.590, 0.833, 0.120], [-0.167, -0.303, -0.670], [-0.294, 1.061, 1.581], [-0.093, -1.129, -0.209], [0.446, -0.353, -1.251], [0.515, -0.472, 0.346], [-0.358, 0.629, -0.078], [-0.183, 0.091, -0.411]]}


[2]
{"formula": "C5H6O4Ru", "method": "wB97M-V/def2-TZVPD", "de_lowest_kj_mol": 126.8, "s2": 12.00, "homo_energy_ev": [-16.1, -19.2], "multiplicity": 7, "e_lumo_ev": [-8.60, -11.88], "e_tot_ha": -588.95364, "mol_weight_g_mol": 231.2, "gap_ev": [7.45, 7.35], "total_charge": 2, "elements": ["O", "C", "O", "O", "C", "C", "Ru", "H", "H", "H", "H", "C", "C", "O", "H", "H"], "positions_angstrom": [[2.883979, 1.202911, -0.749500], [2.237591, 0.417482, -0.013858], [2.775171, -0.212569, 0.930934], [0.930310, 0.270520, -0.256916], [0.124300, -0.310205, 0.752825], [-1.337534, -0.315892, 0.304915], [4.518969, 0.691593, 0.360782], [0.241193, 0.234305, 1.698094], [0.407365, -1.358561, 0.913458], [-1.914092, -0.852576, 1.076441], [-1.552780, -1.631233, -1.415487], [-1.757107, 1.202595, -0.024302], [-1.715707, -0.578098, -1.151489], [-2.050171, 2.278490, 0.016061], [-2.739016, -0.909630, -0.540445], [-1.052473, -0.129127, -1.901507]], "atomic_forces_ev_per_a": [[-0.027, 0.370, -0.719], [-4.226, -0.472, -0.628], [-0.033, -0.608, 0.799], [1.241, 0.846, -0.442], [-0.306, -0.681, 0.995], [2.855, 2.769, -1.049], [3.292, 0.442, 0.441], [0.064, -0.121, -0.142], [-0.074, 0.132, -0.003], [-0.305, 0.886, -0.182], [0.516, -0.262, 0.190], [-0.150, -0.762, 3.839], [-1.534, -5.154, 2.601], [0.141, -0.414, -1.075], [0.069, 1.888, -4.413], [-1.522, 1.143, -0.211]]}